No. 1
The following is a DFT calculation (wB97M-V/def2-TZVPD) of a cluster of 2 separate species, C5H10N in total at a distorted geometry.

Geometry as XYZ:
```
16
Properties=species:S:1:pos:R:3
C -0.85009 -1.19329 -1.05542
C -0.22423 -0.48930 -0.22473
C -1.62334 -0.54231 0.24374
C -2.57943 0.53116 0.07752
C 1.54450 0.55590 -0.13815
N 2.45363 -0.33866 0.70055
H -1.21821 -1.80249 -1.79894
H -1.76779 -1.12752 1.15654
H -3.18030 0.76669 1.07357
H -3.22899 0.20428 -0.72756
H -2.05468 1.48828 -0.05271
H 1.19395 1.42051 0.35160
H 2.00805 0.70584 -1.03454
H 2.16227 -0.49499 1.69139
H 3.34160 0.18882 0.94810
H 2.39598 -1.32366 0.30136
```

Calculated values
Frontier orbital gap (spin up / spin down)   6.3 / 7.4 eV
Multiplicity   3
ΔE to the lowest compared entry with this formula, charge and spin   4.944 eV
HOMO (spin up / spin down)   -9.7 / -14.0 eV
Net charge   +1
LUMO energy (spin up / spin down)   -0.12540 / -0.24329 hartree

Atomic partial charges in e from the Löwdin method, atoms 1 to 2: atom 1 (C): 0.13, atom 2 (C): -0.10

---

No. 2
The following is a DFT calculation (wB97M-V/def2-TZVPD) of a structure of composition C2H7I2N2 at a distorted geometry.

Geometry as XYZ:
```
13
Properties=species:S:1:pos:R:3
C 0.82217 -0.46499 -0.14573
C 0.08229 -0.94474 1.14286
N 0.36037 0.86460 -0.44110
N -1.34184 -0.60884 0.78479
I 0.40724 -3.15911 1.38716
I 0.79607 0.16719 2.88465
H 0.68793 -1.09988 -1.05286
H 1.98244 -0.42364 0.18655
H -0.60158 0.84773 -0.10571
H 1.01255 1.58517 -0.02655
H -1.75608 -1.35468 0.34017
H 0.33851 1.16448 -1.44070
H -1.82354 -0.25858 1.68157
```

Calculated values
Frontier orbital gap   9.0 eV
Multiplicity   1
ΔE to the lowest compared entry with this formula, charge and spin   0.000 eV
HOMO   -13.2 eV
Net charge   +1
LUMO energy   -0.15666 hartree

Atomic partial charges in e from the Löwdin method, atoms 1 to 2: atom 1 (C): -0.35, atom 2 (C): -1.26

---

No. 3
The following is a DFT calculation (wB97M-V/def2-TZVPD) of a structure of composition C4H12CsO2.

Geometry as XYZ:
```
19
Properties=species:S:1:pos:R:3
Cs -1.24577 1.54511 1.54848
C -1.56198 1.16175 -3.45255
C -0.55961 2.01080 -2.71383
O -1.16899 2.43760 -1.47335
H -1.16253 0.86275 -4.41934
H -2.49318 1.70650 -3.61454
H -1.80517 0.26307 -2.88282
H -0.28212 2.89461 -3.29016
H 0.34746 1.43455 -2.50288
H -0.48772 2.87582 -0.95440
C 0.77350 -2.68890 3.18228
C 1.52169 -1.74362 2.27384
O 0.76187 -0.49866 2.14745
H 0.57724 -2.21246 4.14032
H 1.39353 -3.56586 3.38205
H -0.14122 -3.03768 2.70884
H 1.64935 -2.16391 1.27488
H 2.51707 -1.51202 2.65626
H 1.36658 0.23057 1.98945
```

Calculated values
Frontier orbital gap   10.4 eV
Multiplicity   1
ΔE to the lowest compared entry with this formula, charge and spin   0.421 eV
HOMO   -14.0 eV
Net charge   +1
LUMO energy   -0.13227 hartree

Atomic partial charges in e from the Löwdin method, atoms 1 to 2: atom 1 (Cs): 1.16, atom 2 (C): -0.08

---

No. 4
The following is a DFT calculation (wB97M-V/def2-TZVPD) of an isolated molecule of C11H15N3O at a distorted geometry.

Geometry as XYZ:
```
30
Properties=species:S:1:pos:R:3
H 2.84323 0.00557 -1.39847
N 2.43509 -0.86388 -1.30962
C 1.52548 -0.68859 -0.45957
C 1.40935 0.53871 0.46915
C 2.21514 0.38792 1.81057
C 1.93156 1.58210 -0.27509
N 2.26207 2.38342 -0.99366
C -0.15304 0.75601 0.84138
C -1.21692 0.42875 -0.24069
C -2.60176 0.33956 0.61575
C -1.44455 1.51789 -1.22588
C -0.85906 -0.91477 -0.97080
C 0.33365 -1.78957 -0.38500
O 0.59650 -2.87076 -1.20122
C -0.45805 -2.50334 0.81864
N -1.20143 -3.02743 1.55336
H 1.90043 -0.35341 2.52911
H 2.30821 1.35896 2.28851
H 3.14443 0.13446 1.48589
H -0.42790 -0.02702 1.54864
H -0.27073 1.74394 1.42561
H -3.53520 0.15574 0.03030
H -2.80930 1.33713 1.00248
H -2.52837 -0.36873 1.37039
H -1.57195 2.48234 -0.67191
H -2.27272 1.25694 -1.94552
H -0.57961 1.95285 -1.83050
H -0.61322 -0.69111 -2.04048
H -1.68908 -1.64994 -1.06142
H 1.32775 -2.61373 -1.77994
```

Calculated values
Frontier orbital gap   11.1 eV
Multiplicity   1
ΔE to the lowest compared entry with this formula, charge and spin   3.815 eV
HOMO   -10.6 eV
LUMO energy   0.01807 hartree

Atomic partial charges in e from the Löwdin method, atoms 1 to 2: atom 1 (H): 0.03, atom 2 (N): 0.22

---

No. 5
The following is a DFT calculation (wB97M-V/def2-TZVPD) of a cluster of 6 separate species, C41H33ClNO24P in total at a distorted geometry.

Geometry as XYZ:
```
101
Properties=species:S:1:pos:R:3
C 3.32021 1.61909 0.15622
C 1.98867 2.15077 -0.28028
C 1.31598 1.58041 -1.49376
N 1.50065 3.13570 0.38439
C 0.32026 3.09887 1.06515
C -0.33362 4.22515 1.41047
C 0.15591 5.57540 1.02048
C -0.52777 6.01201 -0.32564
O -1.41661 4.98767 -0.81582
C -1.56776 4.11366 2.19679
O -1.87530 4.87075 3.11180
C -2.43727 2.95104 1.81257
C -1.82594 1.83321 1.45599
P -2.91714 0.43048 0.96110
O -3.75847 1.11129 -0.28972
Cl -1.78054 -0.96163 -0.03398
C -0.31922 1.81517 1.50663
O 0.29682 0.84908 1.92308
H 3.25749 1.27698 1.17995
H 3.70769 0.87315 -0.53101
H 4.02224 2.45198 0.12052
H 2.04577 1.15658 -2.17240
H 0.57693 0.84180 -1.18727
H 0.84310 2.41041 -2.00677
H 1.22100 5.52306 0.83098
H -0.11697 6.28299 1.79501
H -1.14059 6.89722 -0.18448
H 0.22060 6.14691 -1.09764
H -2.29350 5.36316 -0.91735
H -3.51472 3.05579 1.84125
H -4.07775 1.97729 -0.00382
O -0.61711 -8.37680 -2.66010
C -0.58563 -7.21100 -2.31210
C -0.04654 -6.76605 -1.03556
C -0.06528 -5.46599 -0.72257
O 0.41596 -4.99502 0.42967
C -0.63300 -4.43616 -1.65162
O -0.63271 -3.27281 -1.29184
C -1.15248 -4.87609 -2.93735
C -1.13203 -6.17620 -3.25479
O -1.58963 -6.64101 -4.41323
H 0.35976 -7.51473 -0.37140
H 0.27631 -4.02905 0.40373
H -1.54456 -4.12195 -3.60498
H -1.45890 -7.60812 -4.38296
O -5.21942 3.47978 8.45952
C -5.43467 3.51329 7.26300
C -6.60436 2.90842 6.64072
C -6.76267 2.97298 5.31358
O -7.80859 2.44034 4.68803
C -5.75908 3.65674 4.43018
O -5.95953 3.65765 3.22700
C -4.60513 4.28122 5.05119
C -4.44539 4.21873 6.37984
O -3.41205 4.76917 7.00570
H -7.31834 2.41722 7.28632
H -7.67549 2.62596 3.73915
H -3.89786 4.78204 4.40216
H -3.53840 4.57589 7.95406
O -0.21559 -8.12420 1.40382
C -0.01291 -8.17291 2.60516
C 0.95318 -7.33026 3.28617
C 1.13011 -7.45367 4.60829
O 1.99566 -6.71186 5.28762
C 0.35400 -8.45051 5.42175
O 0.58007 -8.51970 6.61422
C -0.63032 -9.27802 4.73986
C -0.80868 -9.15143 3.41938
O -1.69231 -9.87700 2.74161
H 1.50522 -6.61753 2.68965
H 1.92709 -7.00171 6.21767
H -1.19495 -9.98033 5.33622
H -1.61876 -9.59339 1.81050
O 0.95383 6.11407 -3.08399
C 0.75177 6.30149 -4.26997
C -0.47077 5.89884 -4.94388
C -0.61456 6.12457 -6.25635
O -1.70733 5.78183 -6.92731
C 0.46222 6.78690 -7.06844
O 0.26998 6.94343 -8.25859
C 1.67708 7.20966 -6.38696
C 1.81839 6.98663 -5.07466
O 2.90241 7.35040 -4.39698
H -1.23648 5.42074 -4.34863
H -1.55183 6.05365 -7.85231
H 2.43845 7.69968 -6.97685
H 2.74959 7.07148 -3.47413
O 4.32855 -1.07266 -1.56237
C 4.96365 -1.85232 -2.24980
C 4.37251 -2.96362 -2.97407
C 5.15451 -3.77865 -3.69600
O 4.67913 -4.80869 -4.38283
C 6.64180 -3.58346 -3.78125
O 7.28706 -4.37448 -4.44176
C 7.22920 -2.45733 -3.07392
C 6.44833 -1.64141 -2.35613
O 6.92661 -0.59570 -1.69000
H 3.30203 -3.09467 -2.90478
H 5.45269 -5.22697 -4.80835
H 8.29743 -2.31538 -3.15461
H 6.15856 -0.17941 -1.25480
```

Calculated values
Frontier orbital gap   6.0 eV
Multiplicity   1
HOMO   -7.7 eV
LUMO energy   -0.06438 hartree

Atomic partial charges in e from the Löwdin method, atoms 1 to 2: atom 1 (C): -0.01, atom 2 (C): -0.32

---

No. 6
The following is a DFT calculation (wB97M-V/def2-TZVPD) of an isolated molecule of C4H6O2.

Geometry as XYZ:
```
12
Properties=species:S:1:pos:R:3
C 1.24732 0.41070 0.65444
C 0.09432 0.91028 -0.19042
O 0.08999 0.45722 -1.53790
C -0.96368 0.02178 -0.70234
C -0.97746 -1.35094 -0.12198
O -1.87911 -1.68088 0.61203
H 0.92113 0.06281 1.64163
H 1.74485 -0.41669 0.13582
H 1.98022 1.21162 0.79320
H -0.21264 1.94433 -0.02833
H -1.94638 0.43004 -0.93685
H -0.09858 -2.00026 -0.31929
```

Calculated values
Frontier orbital gap   11.0 eV
Multiplicity   1
ΔE to the lowest compared entry with this formula, charge and spin   1.936 eV
HOMO   -10.1 eV
LUMO energy   0.03177 hartree

Atomic partial charges in e from the Löwdin method, atoms 1 to 2: atom 1 (C): -0.03, atom 2 (C): -0.29

---

Question: Which value of multiplicity does entry 4 give?
Answer: 1

---

Question: Which value of multiplicity does entry 5 give?
Answer: 1